Entry from OMol25: a structure of composition C26H35BrN2O2P2SiTa (the ωB97M-V functional and the def2-TZVPD basis).

Summary:
- Calculated total energy: -4874.2169 Ha
- HOMO-LUMO gap: 7.130 eV
- ΔE to the lowest compared entry with this formula, charge and spin: 0.000 eV
- M: 758.5 g/mol
- Charge: +3

Last column: natural (NBO) charge in e.
CARTESIAN COORDINATES (ANGSTROEM)
1 Ta -0.2216 0.6558 -0.2264  1.864
2 C -1.4208 -0.7892 3.0298  -0.946
3 P -1.9846 -0.5993 1.3204  1.051
4 C -3.5859 0.2402 1.4697  -0.951
5 C -2.2579 -2.2748 0.7055  -0.434
6 C -2.7644 -3.2769 1.5285  -0.108
7 C -2.9462 -4.5585 1.0256  -0.165
8 C -2.6245 -4.8459 -0.2938  -0.142
9 C -2.1353 -3.8486 -1.1273  -0.189
10 C -1.9535 -2.5629 -0.6298  -0.289
11 P -1.4726 -1.1784 -1.6657  1.040
12 C -3.0021 -0.4876 -2.3555  -0.944
13 C -0.5724 -1.7837 -3.1069  -0.945
14 H -0.4888 -1.3520 3.0646  0.269
15 H -2.1843 -1.3341 3.5855  0.279
16 H -1.2919 0.1817 3.5060  0.260
17 H -4.2529 -0.3897 2.0612  0.284
18 H -4.0479 0.4188 0.5007  0.261
19 H -3.4563 1.1925 1.9854  0.263
20 H -3.0194 -3.0814 2.5619  0.224
21 H -3.3365 -5.3351 1.6695  0.260
22 H -2.7609 -5.8476 -0.6787  0.261
23 H -1.9022 -4.0875 -2.1567  0.238
24 H -3.4943 -1.2765 -2.9277  0.283
25 H -2.7749 0.3490 -3.0155  0.277
26 H -3.6857 -0.1572 -1.5757  0.252
27 H -1.2115 -2.4891 -3.6402  0.278
28 H 0.3603 -2.2675 -2.8279  0.279
29 H -0.3680 -0.9518 -3.7803  0.264
30 C -1.5883 3.5283 2.0487  -0.669
31 C -0.4543 2.6508 2.4694  0.296
32 C 0.2725 2.8508 3.6307  -0.241
33 C 1.3548 2.0278 3.9179  -0.054
34 C 1.7261 0.9963 3.0618  -0.272
35 C 0.9619 0.8088 1.9309  0.379
36 N -0.1058 1.6249 1.6677  -0.648
37 N 1.1412 -0.1299 0.8774  -1.004
38 Si 2.5111 -1.4008 0.8494  1.792
39 C 2.1507 -2.4111 -0.6575  -1.153
40 C 4.0935 -0.4554 0.7673  -1.152
41 C 2.2332 -2.4131 2.3766  -1.148
42 H -1.2239 4.5368 1.8446  0.281
43 H -2.3282 3.6161 2.8451  0.273
44 H -2.0768 3.1570 1.1465  0.218
45 H 0.0001 3.6588 4.2959  0.271
46 H 1.9308 2.1991 4.8187  0.270
47 H 2.5830 0.3741 3.2682  0.267
48 H 2.3156 -1.8656 -1.5860  0.259
49 H 1.1345 -2.8163 -0.6316  0.234
50 H 2.8296 -3.2681 -0.6603  0.289
51 H 4.0786 0.2843 -0.0356  0.261
52 H 4.9058 -1.1544 0.5498  0.288
53 H 4.3530 0.0476 1.6993  0.259
54 H 1.2831 -2.9507 2.3230  0.249
55 H 2.2726 -1.8618 3.3160  0.251
56 H 3.0201 -3.1714 2.4252  0.290
57 Br 1.4579 3.2639 -0.4278  0.181
58 C 1.8433 3.4092 -2.3100  0.075
59 C 2.5637 4.4812 -2.7822  -0.252
60 C 2.8214 4.5314 -4.1502  -0.133
61 C 2.3700 3.5344 -5.0018  -0.165
62 C 1.6452 2.4572 -4.5088  -0.136
63 C 1.3793 2.3980 -3.1505  -0.268
64 C 0.6342 1.3605 -2.4288  0.841
65 O -0.5976 1.5555 -2.0617  -0.692
66 O 1.1889 0.3851 -1.8438  -0.634
67 H 2.9188 5.2582 -2.1196  0.261
68 H 3.3842 5.3659 -4.5460  0.261
69 H 2.5815 3.5930 -6.0603  0.260
70 H 1.2913 1.6811 -5.1741  0.244